[1]
Below is a cluster of 2 separate species, CHNO5 in total at a distorted geometry, with properties calculated with wB97M-V/def2-TZVPD.

Calculated values
Spin multiplicity   1
Energy relative to the best compared isomer or geometry (same formula, charge and spin)   139.77 kcal per mole
Kohn-Sham gap   10.106 eV
HOMO energy   -11.45 eV
Largest force on an atom   1.72 eV/A

The geometry in XYZ format:
```
8
Properties=species:S:1:pos:R:3:forces:R:3
C 1.093588 0.791401 0.895331 -0.3169 1.0100 -0.9955
N -1.146472 -0.922308 -0.785078 -0.8597 0.5086 0.7758
O -0.631612 0.032098 -1.651093 0.9355 0.4337 1.3758
O -2.198214 -1.383599 -1.118756 0.6288 -0.1904 -0.1635
O 1.314054 1.657436 1.877597 0.3422 -0.5346 0.1632
O 2.121844 0.386463 1.542047 0.2607 0.1188 0.6684
O -0.543450 -1.089862 0.257829 -0.4462 -0.6374 -0.8692
H -0.009738 0.528372 -1.017877 -0.5444 -0.7088 -0.9550
```
Forces are in eV/Å.

Atom charges from the natural (NBO) analysis, given in e for atoms 1 to 5: 0.46, 0.72, -0.53, -0.32, -0.23

=====

[2]
Below is a cluster of 2 separate species, C5H7NO in total at a distorted geometry, with properties calculated with wB97M-V/def2-TZVPD.

Calculated values
Spin multiplicity   1
Energy relative to the best compared isomer or geometry (same formula, charge and spin)   95.57 kcal per mole
Kohn-Sham gap   9.478 eV
HOMO energy   -8.93 eV
Largest force on an atom   1.11 eV/A

The geometry in XYZ format:
```
14
Properties=species:S:1:pos:R:3:forces:R:3
O 0.139040 1.775881 -0.580887 0.1338 -0.1547 -0.0743
C 0.136582 0.618347 -1.175344 0.3101 0.2393 0.0494
C 1.283171 -0.309966 -0.718516 0.0193 -0.0356 -0.0779
C 1.984205 0.137872 0.485353 0.3473 0.5144 0.7604
N 2.413577 0.685317 1.412783 -0.4499 -0.5020 -0.8800
C -1.923803 -0.429668 -0.142905 -0.0728 -0.1031 0.2337
C -1.290965 -0.621912 1.014131 -0.1401 -0.0154 -0.1013
H 0.793721 1.879407 0.152039 -0.0410 -0.0499 -0.0611
H 0.912143 -1.331581 -0.604835 0.0192 0.2136 -0.0527
H 1.971755 -0.310492 -1.571788 0.0035 -0.0179 0.0960
H -2.400283 0.515302 -0.387229 0.0529 -0.1549 0.0805
H -2.001080 -1.207331 -0.898291 -0.0170 0.0752 0.1693
H -0.817349 -1.570109 1.259744 -0.1102 0.1138 -0.0339
H -1.200711 0.168935 1.755745 -0.0551 -0.1228 -0.1081
```
Forces are in eV/Å.

Atom charges from the natural (NBO) analysis, given in e for atoms 1 to 5: -0.65, 0.36, -0.69, 0.26, -0.33